{"formula": "C46H24AuF15Ge2O4SSe4", "method": "the ωB97M-V functional and the def2-TZVPD basis", "species": ["Se", "C", "F", "H", "C", "F", "C", "H", "H", "C", "C", "Ge", "O", "H", "H", "F", "C", "C", "O", "C", "F", "F", "F", "H", "C", "F", "C", "F", "C", "F", "H", "C", "C", "F", "F", "C", "C", "C", "H", "C", "C", "Se", "F", "C", "O", "C", "F", "H", "C", "C", "H", "C", "C", "C", "H", "C", "C", "H", "H", "C", "H", "C", "H", "C", "C", "S", "C", "C", "Ge", "H", "C", "H", "C", "C", "C", "H", "C", "C", "H", "C", "O", "C", "C", "H", "H", "Au", "F", "C", "H", "H", "Se", "C", "C", "F", "C", "Se", "H"], "positions_angstrom": [[-1.76470, -0.27509, 2.95174], [2.27501, 9.10299, 0.40645], [2.20625, -7.09732, 1.31841], [-2.54418, 6.29745, 0.64552], [0.78849, 5.22793, 2.60674], [2.37371, -8.12149, 3.75877], [3.30419, -5.74329, -2.72350], [-1.98245, 7.93514, -3.97876], [1.71795, 5.71451, 2.33338], [-3.28117, 7.84841, -2.26960], [-0.58627, 4.24665, 4.31423], [0.33854, -4.59836, 0.19339], [-0.03400, 1.05804, -1.05957], [0.88833, 2.50560, -2.88339], [1.95219, 3.74984, -1.08738], [3.73188, -7.77592, -3.84206], [1.31439, 8.11435, 0.24360], [0.43101, -5.63017, 1.91627], [-3.82572, -2.40666, -0.93440], [-2.63852, -4.99242, -2.79778], [-1.25439, -4.22077, 2.79654], [-2.66508, -4.76982, -4.11622], [-4.90084, -5.64741, -2.84170], [-3.16268, -0.88081, -5.59034], [-1.48926, -4.78213, -2.05843], [-0.40810, -4.36012, -2.73956], [1.34536, -6.61592, 2.23691], [2.88895, -3.74344, -1.64891], [-2.41103, 6.65619, -0.36853], [1.72276, -8.97885, -2.45444], [0.75206, -1.16891, -3.87149], [1.46609, -7.16431, 3.50346], [3.62260, 8.78941, 0.28497], [4.29629, -5.15670, -3.40893], [0.30505, -7.57744, -0.66450], [-2.52069, -1.00905, -4.72604], [1.53638, -5.60049, -1.06452], [1.66709, 6.79461, -0.04352], [4.37561, 9.55776, 0.41399], [0.58541, 4.88189, 3.93758], [-0.46610, 2.25040, -1.21606], [1.74812, -0.00560, 3.27054], [-1.06111, -5.26779, 5.23520], [3.99571, 7.48523, -0.00484], [-1.36775, 2.78910, -0.57195], [0.64783, -6.71034, 4.51625], [-4.81655, -6.19262, -0.18713], [-0.24449, -1.52662, -1.65764], [-1.55344, 3.97090, 3.35763], [1.28639, -6.93518, -1.32652], [1.35532, 5.09227, 4.67053], [-3.07795, -1.21755, -3.47460], [-0.32649, -1.16390, -3.76703], [-2.10783, 7.58014, -2.96262], [1.44705, 4.88767, -2.30747], [-3.42995, 7.38491, -0.97093], [0.24180, 3.10762, -2.24485], [-2.46098, 3.45124, 3.63828], [-0.74015, 3.95057, 5.34472], [-2.26542, -1.36805, -2.35272], [-0.53299, 3.56246, -2.86664], [-1.22817, 6.37700, -1.04871], [-4.07699, 8.41130, -2.74250], [3.02501, 6.50322, -0.16932], [1.99846, -7.68243, -2.24424], [0.67978, -2.59046, 0.65335], [-0.27210, -5.71415, 4.24976], [1.06556, 4.19278, -1.55062], [0.26204, 5.40832, -0.22416], [-2.07844, 4.01837, 1.29172], [-1.13895, -0.98138, -4.87563], [3.34559, 5.49168, -0.39294], [-3.72588, -5.71661, -0.80363], [-0.15612, 4.92562, 1.62512], [-3.77099, -5.44851, -2.15566], [1.97074, 10.11909, 0.62955], [-1.39966, -5.02147, -0.69529], [3.02023, -7.07495, -2.94930], [0.26594, 8.37851, 0.34050], [2.56204, -5.02688, -1.79479], [-2.64517, -0.73103, -0.06275], [-0.36090, -5.19084, 2.97146], [-2.54963, -5.51467, -0.10667], [-0.18427, 6.65772, -2.91142], [-0.70046, -0.83348, -5.85615], [-0.87197, 0.17211, 0.69672], [-2.56768, -5.86904, 1.18834], [-2.93089, -1.56645, -1.00462], [5.04418, 7.22879, -0.10117], [-4.34342, 7.58377, -0.42334], [0.68520, 1.52775, 2.02456], [-0.88572, -1.34983, -2.50978], [-1.09473, 6.85340, -2.35325], [0.74952, -7.22504, 5.74912], [-1.34218, 4.30291, 2.02844], [-0.09952, -1.35499, 3.97077], [-4.15278, -1.27089, -3.35011]], "forces_ev_per_angstrom": [[-0.55, 0.09, -0.28], [0.01, -0.01, 0.00], [0.01, 0.01, 0.01], [0.00, 0.01, -0.01], [0.09, -0.08, 0.02], [0.00, -0.01, 0.00], [-0.01, 0.01, 0.00], [-0.01, 0.00, 0.00], [-0.01, 0.01, -0.01], [0.01, -0.01, -0.01], [-0.07, 0.03, 0.00], [-0.20, 0.03, 0.19], [-0.01, -0.06, 0.00], [-0.01, -0.06, 0.03], [-0.05, -0.07, 0.03], [0.00, 0.00, 0.00], [-0.02, 0.01, 0.00], [-0.03, -0.05, 0.06], [0.20, 0.05, 0.12], [0.03, 0.04, 0.07], [-0.04, -0.06, -0.05], [0.00, 0.04, -0.03], [-0.03, 0.00, -0.03], [-0.01, 0.00, 0.01], [-0.01, -0.02, 0.00], [-0.01, 0.06, 0.00], [0.03, -0.03, -0.02], [-0.02, 0.01, 0.03], [-0.01, 0.01, 0.01], [0.00, 0.01, 0.00], [-0.01, 0.01, 0.00], [-0.01, 0.02, 0.01], [-0.02, 0.00, -0.01], [0.00, -0.01, -0.01], [0.01, 0.03, -0.02], [0.00, -0.01, -0.02], [0.08, -0.03, -0.05], [0.00, 0.06, -0.02], [0.00, 0.00, 0.00], [0.01, 0.00, -0.07], [0.01, 0.05, -0.06], [0.45, -0.22, 0.16], [0.01, -0.01, -0.01], [-0.01, 0.01, 0.00], [-0.13, 0.16, 0.32], [0.00, 0.00, 0.01], [-0.01, 0.00, 0.01], [0.05, 0.06, 0.07], [-0.03, 0.03, 0.06], [-0.09, -0.05, 0.02], [-0.01, 0.01, 0.00], [-0.06, 0.00, 0.03], [-0.01, -0.02, -0.01], [-0.01, 0.00, 0.02], [0.06, 0.00, 0.02], [0.01, -0.01, 0.00], [-0.02, 0.06, -0.07], [0.01, -0.01, 0.00], [0.00, -0.01, -0.01], [0.22, -0.11, 0.05], [0.02, 0.03, 0.02], [-0.05, 0.00, 0.00], [0.00, 0.00, 0.00], [0.05, -0.01, 0.01], [0.02, 0.01, 0.00], [0.32, 0.08, -0.26], [0.00, 0.00, 0.01], [0.23, 0.06, -0.01], [-0.17, -0.07, -0.17], [-0.02, -0.04, -0.09], [0.02, 0.00, 0.00], [-0.03, -0.01, 0.01], [0.00, 0.00, -0.03], [0.00, -0.04, 0.09], [-0.01, 0.02, 0.02], [0.01, 0.00, 0.00], [-0.05, -0.11, -0.17], [0.00, 0.00, 0.01], [0.00, -0.02, 0.00], [0.03, -0.01, 0.00], [0.18, -0.28, 0.07], [0.00, 0.04, 0.02], [0.03, -0.01, 0.02], [0.00, -0.01, 0.02], [0.00, 0.01, 0.00], [-0.21, 0.03, 0.22], [0.03, 0.02, 0.07], [-0.38, 0.32, -0.24], [0.00, 0.00, 0.00], [-0.01, 0.00, -0.01], [-0.12, 0.24, -0.34], [-0.03, -0.03, -0.06], [0.00, -0.01, -0.02], [0.00, -0.01, 0.00], [0.08, -0.01, -0.12], [0.24, -0.21, 0.34], [0.01, 0.00, 0.01]], "gap_ev": [6.030, 6.027], "lumo_ev": [3.384, 3.382], "total_charge": -2, "homo_energy_ev": [-2.6, -2.6]}

---

{"formula": "CHClFNO2", "method": "the ωB97M-V functional and the def2-TZVPD basis", "species": ["C", "Cl", "O", "N", "F", "H", "O"], "positions_angstrom": [[-0.79473, -0.67176, 0.39024], [-2.65004, -0.79115, -0.20269], [-0.15520, -1.63892, 0.56816], [-0.75361, 0.55578, -0.10505], [2.22173, 0.67827, -0.34038], [3.06768, 0.18724, -0.59240], [-0.93583, 1.68054, 0.28212]], "forces_ev_per_angstrom": [[-1.78, -2.60, 0.35], [0.28, -0.43, 0.44], [0.16, 1.00, 0.28], [1.08, 3.91, -1.41], [3.09, -1.81, -0.92], [-3.15, 1.80, 0.94], [0.32, -1.87, 0.32]], "gap_ev": 8.538, "lumo_ev": -1.772, "e_above_lowest_ev": 0.718, "total_charge": 0, "homo_energy_ev": -10.3}

---

Number 1: DFT total energy -17859.86663 a.u., M 1615.8 g mol⁻¹. Number 2: DFT total energy -803.85838 a.u., M 113.5 g mol⁻¹.